The following is a DFT calculation (ωB97M-V/def2-TZVPD) of 2 unconnected molecules or ions with the total composition C2H2F3NO at a distorted geometry.

Atoms and positions in Å:
C 0.1055 0.5194 0.7149
C -3.0730 -0.0743 -0.0356
N -0.6611 1.3416 0.1634
O -0.7683 2.3200 -0.4674
F -2.8384 -1.2859 -0.7034
F -3.5885 -0.3306 1.1866
F -3.8848 0.7029 -0.7567
H 1.0876 0.7232 0.8738
H -0.4940 -0.1683 1.3812

frontier orbital gap (spin up / spin down): 6.36 / 6.36 eV
strongest force on any atom: 0.088 hartree/bohr
E_HOMO (spin up / spin down): -8.48 / -8.48 eV
energy above the lowest of the compared OMol25 structures with the same formula, charge and spin: 675.08 kJ/mol

Here are the Mulliken charges for atoms 1 to 2, given in e: -0.3064, 0.3910

=====

The following is a DFT calculation (ωB97M-V/def2-TZVPD) of 2 unconnected molecules or ions with the total composition C2H2F3NO2S at a distorted geometry.

Atoms and positions in Å:
C 0.1001 -0.1582 0.8144
C 0.3816 1.5993 -0.8536
N -0.6247 0.1623 1.7365
O -0.1186 -2.2709 -0.9262
O -0.2686 -2.7982 1.4271
F -0.7489 2.3803 -1.0546
F 1.2060 2.4047 -0.2226
F 0.8059 1.0878 -2.0211
S 0.5700 -2.1004 0.5525
H -0.9254 1.0853 1.8188
H -0.3774 -1.3920 -1.2711

frontier orbital gap (spin up / spin down): 7.84 / 8.01 eV
strongest force on any atom: 0.062 hartree/bohr
E_HOMO (spin up / spin down): -8.86 / -9.29 eV
energy above the lowest of the compared OMol25 structures with the same formula, charge and spin: 281.88 kJ/mol

Here are the Mulliken charges for atoms 1 to 2, given in e: 0.1244, 0.5031

=====

The following is a DFT calculation (ωB97M-V/def2-TZVPD) of 2 unconnected molecules or ions with the total composition C2H2F3O3S at a distorted geometry.

Atoms and positions in Å:
C -0.0051 0.2144 0.6168
C 0.4863 -0.6343 -0.5282
O 0.9187 2.3426 0.1218
O -0.9367 1.7108 -1.3653
O -1.3368 -1.1864 1.5912
F 1.1273 -1.8561 -0.0970
F 1.4793 -0.1080 -1.2333
F -0.4683 -1.1320 -1.3705
S -0.5192 1.9429 0.0397
H 0.7141 0.5642 1.3489
H -1.4596 -1.8581 0.8757

net charge: -1
frontier orbital gap (spin up / spin down): 6.67 / 6.01 eV
strongest force on any atom: 0.070 hartree/bohr
E_HOMO (spin up / spin down): -3.15 / -4.73 eV
2S+1: 3

Here are the Mulliken charges for atoms 1 to 2, given in e: -0.3300, 0.5836

=====

The following is a DFT calculation (ωB97M-V/def2-TZVPD) of C2H2F3P in the gas phase at a distorted geometry.

Atoms and positions in Å:
C 0.0464 -0.3863 -0.0505
P 1.4214 -1.2682 0.0375
C 2.7351 0.1111 -0.0109
F 2.6066 0.8591 1.0799
F 2.6236 0.8723 -1.0540
F 4.0018 -0.4636 -0.0382
H -0.9394 -0.9057 -0.0799
H -0.0399 0.7513 -0.1575

frontier orbital gap: 10.28 eV
SMILES: C=PC(F)(F)F
strongest force on any atom: 0.045 hartree/bohr
E_HOMO: -10.55 eV
energy above the lowest of the compared OMol25 structures with the same formula, charge and spin: 0.00 kJ/mol

Here are the Mulliken charges for atoms 1 to 2, given in e: -0.3845, -0.0868

=====

The following is a DFT calculation (ωB97M-V/def2-TZVPD) of a molecular structure, C2H2F5N2P at a distorted geometry.

Atoms and positions in Å:
C 2.3226 0.5254 0.8221
C 0.0323 0.0266 0.1500
N 2.2728 -0.7041 1.3211
N 1.2203 0.8933 0.1409
F 3.3201 1.3359 0.7689
F 3.1769 -0.5919 3.1039
F 1.2705 1.9529 -0.5924
F 0.8243 -2.7754 0.9564
F 0.0068 -1.1809 2.5670
P 0.7507 -1.2879 1.1717
H -0.8290 0.3373 0.7506
H -0.4348 -0.3011 -0.8676

net charge: +2
frontier orbital gap (spin up / spin down): 6.69 / 6.65 eV
strongest force on any atom: 0.110 hartree/bohr
E_HOMO (spin up / spin down): -22.43 / -22.41 eV
energy above the lowest of the compared OMol25 structures with the same formula, charge and spin: 356.21 kJ/mol

Here are the Mulliken charges for atoms 1 to 2, given in e: 0.6202, -0.3670

=====

The following is a DFT calculation (ωB97M-V/def2-TZVPD) of 2 unconnected molecules or ions with the total composition C2H2FIO at a distorted geometry.

Atoms and positions in Å:
C 0.1304 0.2144 1.2378
C -0.2976 -0.2192 -0.7862
O -0.6268 -0.1076 2.0648
F -1.1681 0.6719 -1.2556
I 1.6052 -0.1088 -1.7309
H 1.0590 0.7753 1.2644
H -0.7021 -1.2261 -0.7943

frontier orbital gap: 9.35 eV
strongest force on any atom: 0.080 hartree/bohr
E_HOMO: -8.99 eV
energy above the lowest of the compared OMol25 structures with the same formula, charge and spin: 152.45 kJ/mol

Here are the Mulliken charges for atoms 1 to 2, given in e: 0.1284, -0.2488

=====

no.,calculated total energy (eV)
1,-13790.1032
2,-26674.4333
3,-27233.0966
4,-19546.4518
5,-27934.6137
6,-14969.4065